[1]
Formula: C28H14F48N10O32S16
Source: the OMol25 dataset
Level of theory: ωB97M-V with the def2-TZVPD basis set

For the HOMO-LUMO gap, the calculation gives 6.6094 eV. As for the HOMO energy: 1.5 eV. The total charge is -6. The molecular weight is 2427.43 g/mol.

Each line ends with the Mulliken charge.
Element x y z (Å)
C 23.227 15.673 7.137  1.271
N 23.404 14.328 7.806  0.523
C 24.536 13.791 8.286  -0.859
C 24.507 12.439 8.701  -0.017
C 23.377 11.582 8.528  1.216
C 22.122 12.177 8.191  -1.056
C 22.281 13.570 7.849  -0.980
C 23.437 10.139 8.948  1.067
C 22.687 9.175 8.318  -1.192
C 22.846 7.787 8.616  -0.976
N 23.628 7.430 9.698  0.370
C 24.399 8.376 10.321  -0.161
C 24.283 9.720 9.956  -0.765
C 23.813 5.990 9.999  -0.270
H 22.308 16.070 7.569  -0.133
H 23.041 15.512 6.075  0.241
H 24.123 16.264 7.324  -0.881
H 25.406 14.431 8.286  0.635
H 25.418 11.878 8.846  -0.009
H 21.160 11.726 8.000  0.833
H 21.444 14.161 7.509  0.561
H 21.977 9.364 7.526  0.619
H 22.240 7.056 8.101  0.726
H 25.093 7.885 10.987  0.327
H 24.899 10.398 10.528  0.735
H 24.587 5.864 10.756  -0.332
H 24.048 5.556 9.028  0.347
H 22.830 5.639 10.317  0.204
C 16.933 10.640 10.568  0.536
F 17.296 11.940 11.013  -0.211
F 17.776 9.762 11.168  -0.204
F 15.659 10.280 10.681  -0.197
S 17.353 10.526 8.642  0.824
O 18.807 10.500 8.631  -0.324
O 16.575 9.399 8.110  -0.687
N 16.553 11.969 8.022  -0.667
S 17.548 12.886 7.445  1.406
O 18.203 13.787 8.441  -0.701
O 18.453 12.271 6.498  -0.504
C 16.471 14.090 6.475  0.337
F 15.525 13.452 5.775  -0.238
F 16.018 15.139 7.194  -0.214
F 17.361 14.648 5.568  -0.178
C 22.657 3.538 6.220  0.751
F 22.887 2.274 5.693  -0.281
F 23.757 4.285 5.986  -0.216
F 21.640 3.937 5.561  -0.191
S 22.347 3.332 8.026  0.808
O 21.412 2.174 8.059  -0.622
O 23.599 3.045 8.695  -0.575
N 21.535 4.896 8.275  -0.262
S 20.088 4.593 8.707  1.055
O 19.375 4.158 7.447  -0.682
O 19.662 3.890 9.951  -0.708
C 19.463 6.283 9.104  0.619
F 20.254 7.113 9.885  -0.214
F 18.986 6.937 8.075  -0.215
F 18.357 6.149 9.772  -0.243
C 24.903 6.339 14.636  0.584
F 23.950 6.594 13.684  -0.177
F 25.274 7.488 15.249  -0.233
F 24.506 5.502 15.555  -0.203
S 26.471 5.597 13.797  0.877
O 27.524 5.807 14.742  -0.592
O 26.133 4.204 13.406  -0.640
N 26.549 6.506 12.353  -0.256
S 27.865 5.938 11.745  0.980
O 28.907 6.980 11.744  -0.710
O 28.338 4.646 12.171  -0.635
C 27.357 5.743 9.786  0.545
F 26.488 4.756 9.627  -0.174
F 26.879 6.892 9.327  -0.155
F 28.468 5.512 9.041  -0.255
C 28.649 14.936 11.962  0.463
F 27.716 14.950 12.885  -0.233
F 29.043 16.215 11.801  -0.219
F 29.632 14.136 12.441  -0.240
S 28.001 14.333 10.236  0.941
O 26.531 14.195 10.304  -0.503
O 28.532 15.322 9.318  -0.577
N 28.662 12.732 10.138  -0.610
S 28.794 12.600 8.572  1.021
O 27.565 12.892 7.801  -0.225
O 30.082 13.155 8.167  -0.671
C 28.873 10.590 8.436  0.410
F 27.723 10.214 8.958  -0.128
F 28.771 10.223 7.167  -0.200
F 29.993 10.106 9.041  -0.235
C 20.867 9.151 2.271  0.450
F 19.607 9.621 2.231  -0.168
F 21.018 7.844 2.398  -0.203
F 21.502 9.425 1.048  -0.249
S 21.679 10.096 3.712  0.876
O 21.068 9.962 5.016  -0.376
O 23.038 9.595 3.747  -0.741
N 21.842 11.658 2.963  -0.523
S 20.651 12.366 3.624  0.915
O 19.365 11.903 3.183  -0.707
O 20.878 12.714 5.055  0.113
C 20.707 14.064 2.749  0.355
F 20.782 13.954 1.441  -0.260
F 19.630 14.753 3.008  -0.238
F 21.740 14.841 3.123  -0.179
C 18.839 18.120 4.524  0.433
F 18.724 19.386 4.846  -0.205
F 17.806 17.424 4.978  -0.138
F 18.982 17.877 3.241  -0.220
S 20.424 17.521 5.438  0.885
O 20.321 16.115 5.741  -0.031
O 21.540 17.873 4.576  -0.685
N 20.358 18.547 6.877  -0.585
S 19.528 17.830 7.962  1.107
O 18.201 17.373 7.664  -0.578
O 20.314 16.899 8.784  -0.635
C 19.201 19.414 9.060  0.291
F 18.621 18.821 10.126  -0.255
F 20.337 20.030 9.383  -0.161
F 18.334 20.219 8.512  -0.226
C 27.719 13.721 0.817  0.526
F 28.240 12.490 0.893  -0.230
F 28.778 14.520 0.585  -0.229
F 26.772 13.756 -0.157  -0.217
S 26.752 14.375 2.422  1.014
O 27.826 15.034 3.210  -0.569
O 25.632 15.195 1.948  -0.646
N 25.970 12.999 3.031  -0.236
S 26.522 13.025 4.460  0.612
O 27.974 12.723 4.467  -0.668
O 26.024 14.108 5.367  -0.169
C 25.686 11.336 5.222  0.034
F 26.223 11.001 6.430  -0.006
F 24.375 11.505 5.392  0.074
F 25.796 10.391 4.312  -0.219
C 26.354 19.480 6.138  0.475
F 27.636 19.657 5.898  -0.212
F 25.724 20.650 6.273  -0.229
F 25.783 18.697 5.226  -0.183
S 26.245 18.505 7.831  0.879
O 26.222 17.142 7.431  -0.468
O 27.425 18.929 8.632  -0.630
N 24.733 19.057 8.373  -0.320
S 24.909 18.729 9.909  0.875
O 24.982 17.315 10.193  -0.502
O 25.857 19.564 10.662  -0.677
C 23.104 19.217 10.578  0.504
F 22.874 20.491 10.441  -0.240
F 22.332 18.508 9.875  -0.143
F 22.945 18.993 11.883  -0.260

---

[2]
Formula: C17H30F5MoNOP2
Source: the OMol25 dataset
Level of theory: ωB97M-V with the def2-TZVPD basis set

For the HOMO-LUMO gap (spin up / spin down), the calculation gives 5.1364 / 6.9697 eV. Its multiplicity is 3. As for the HOMO energy (spin up / spin down): -4.7 / -6.6 eV. As for the expectation value of S²: 2.058. The total charge is 0. The molecular weight is 517.31 g/mol.

Each line ends with the Mulliken spin population.
Element x y z (Å)
Mo -0.459 0.090 -0.317  1.432
P -2.029 -0.455 1.481  -0.052
P 1.377 0.131 -1.857  -0.084
N -1.433 1.331 -1.100  0.080
H 1.728 0.330 1.561  0.014
C -1.881 0.402 3.084  0.014
H -2.701 0.072 3.740  0.000
H -1.950 1.486 2.925  0.000
H -0.914 0.179 3.551  -0.005
C -2.169 -2.212 1.926  0.021
H -2.873 -2.323 2.763  -0.002
H -1.189 -2.619 2.202  -0.003
H -2.543 -2.766 1.056  0.001
C -3.716 -0.012 0.942  0.012
H -4.439 -0.292 1.721  0.004
H -3.958 -0.536 0.010  0.002
H -3.777 1.067 0.761  0.001
C 2.808 1.218 -1.578  0.010
H 3.413 1.257 -2.495  0.002
H 3.415 0.834 -0.747  -0.015
H 2.471 2.235 -1.340  0.004
C 2.110 -1.513 -2.076  0.011
H 2.864 -1.483 -2.875  0.000
H 1.321 -2.216 -2.368  -0.004
H 2.561 -1.851 -1.133  0.006
C 0.764 0.647 -3.489  0.030
H 1.596 0.657 -4.202  0.003
H 0.331 1.653 -3.419  0.003
H -0.006 -0.047 -3.841  0.001
C -2.309 2.116 -1.781  -0.079
C -3.401 4.255 -2.116  -0.041
C -2.467 3.482 -1.437  0.084
C -3.092 1.548 -2.819  0.077
C -4.023 2.338 -3.491  -0.022
C -4.172 3.689 -3.142  0.077
H -3.534 5.304 -1.845  -0.002
H -1.848 3.871 -0.624  0.005
H -2.949 0.487 -3.043  0.029
H -4.631 1.894 -4.278  -0.002
H -4.901 4.301 -3.674  0.007
C 1.692 -2.299 2.110  0.014
O 1.286 -1.863 1.021  -0.075
C 1.520 -1.599 3.417  0.029
H 2.060 -2.145 4.201  0.001
H 0.462 -1.556 3.707  -0.005
H 1.914 -0.580 3.397  -0.007
C 2.397 -3.626 2.166  0.002
H 3.481 -3.450 2.205  0.001
H 2.162 -4.199 1.264  0.002
H 2.089 -4.177 3.063  -0.001
F 0.708 2.057 1.649  0.012
C 0.818 0.757 1.110  0.405
F 4.033 -0.597 1.136  0.000
C 5.215 -1.174 0.811  0.001
F 5.945 -0.301 0.106  0.000
F 5.856 -1.528 1.932  0.000
F 4.965 -2.269 0.068  0.000

---

[3]
Formula: H13O7
Source: the OMol25 dataset
Level of theory: ωB97M-V with the def2-TZVPD basis set

For the HOMO-LUMO gap, the calculation gives 9.5271 eV. As for the HOMO energy: -6.0 eV. The total charge is -1. The molecular weight is 125.10 g/mol.

Each line ends with the natural charge from an NBO analysis.
Element x y z (Å)
O 0.127 -0.370 -0.083  -1.255
H -0.032 -0.301 0.878  0.417
O 0.567 2.302 0.661  -0.965
H 0.838 2.682 -0.174  0.447
H 0.112 1.495 0.422  0.493
O -2.039 0.740 2.652  -0.936
H -2.835 0.865 2.134  0.463
H -1.527 0.104 2.153  0.471
O -2.149 -1.284 -0.809  -0.987
H -2.747 -0.790 -0.248  0.433
H -1.277 -0.973 -0.563  0.497
O -0.804 1.189 -2.206  -0.968
H -0.579 0.700 -1.414  0.504
H -0.158 1.895 -2.243  0.440
O 2.678 -0.793 -0.907  -0.994
H 2.841 -0.515 -1.808  0.453
H 1.797 -0.472 -0.713  0.514
O 1.608 -2.478 0.945  -0.990
H 2.477 -2.306 0.583  0.474
H 1.102 -1.692 0.740  0.489

---

[4]
Formula: C21H31ClO10P4V
Source: the OMol25 dataset
Level of theory: ωB97M-V with the def2-TZVPD basis set

For the HOMO-LUMO gap (spin up / spin down), the calculation gives 4.9643 / 4.9418 eV. Its multiplicity is 2. As for the HOMO energy (spin up / spin down): -0.6 / -0.5 eV. As for the expectation value of S²: 0.760. The total charge is -2. The molecular weight is 653.76 g/mol.

Each line ends with the Mulliken spin population.
Element x y z (Å)
V 0.675 0.169 -0.129  1.065
C -2.306 -2.181 0.861  0.000
P -0.776 -1.243 1.281  -0.031
C 0.074 -2.310 2.499  -0.003
C -1.552 -0.024 2.471  -0.018
C -1.965 -0.360 3.758  0.000
C -2.517 0.585 4.608  0.000
C -2.666 1.896 4.179  0.000
C -2.272 2.244 2.897  0.000
C -1.725 1.296 2.037  -0.006
P -1.181 1.666 0.319  -0.010
C -2.735 1.353 -0.607  0.003
C -1.144 3.491 0.286  -0.009
H -3.133 -1.885 1.509  -0.001
H -2.095 -3.242 0.974  0.002
H -2.565 -2.006 -0.182  0.000
H -0.626 -2.830 3.157  -0.001
H 0.729 -1.665 3.086  0.002
H 0.678 -3.049 1.979  0.005
H -1.842 -1.375 4.119  0.000
H -2.816 0.297 5.610  0.000
H -3.078 2.647 4.843  0.000
H -2.377 3.270 2.570  0.000
H -3.595 1.801 -0.104  -0.001
H -2.884 0.279 -0.708  0.001
H -2.601 1.792 -1.596  -0.001
H -2.126 3.918 0.506  -0.003
H -0.826 3.804 -0.705  0.003
H -0.399 3.835 1.002  0.002
O 1.821 3.068 1.666  0.001
P 2.627 1.720 1.299  -0.003
O 3.996 1.752 1.836  0.001
O 1.647 0.588 1.616  0.001
O 2.620 1.690 -0.348  -0.002
P 2.868 3.001 -1.363  -0.001
O 3.595 4.015 -0.288  0.000
O 3.828 2.607 -2.411  0.000
O 1.532 3.590 -1.654  0.000
H 2.319 3.814 1.296  0.000
H 4.456 3.636 -0.065  0.000
C -1.738 1.461 -4.619  0.000
C -0.455 1.529 -3.799  0.002
C 0.741 1.901 -4.680  0.001
O -0.663 2.515 -2.813  0.001
C -0.156 0.128 -3.214  -0.014
O -0.339 -0.861 -3.910  0.011
O 0.343 0.104 -2.026  -0.001
H -1.926 2.434 -5.078  0.000
H -2.586 1.209 -3.978  0.000
H -1.650 0.692 -5.384  0.000
H 0.553 2.868 -5.154  0.000
H 0.899 1.141 -5.445  0.000
H 1.649 1.990 -4.077  -0.001
H 0.192 2.769 -2.400  0.001
Cl 2.783 -1.862 -0.472  -0.003
C 2.332 -3.455 0.114  0.001
C 3.256 -4.137 0.872  0.000
C 2.965 -5.397 1.396  0.001
C 1.697 -5.928 1.127  0.000
C 0.773 -5.246 0.373  0.000
C 1.019 -3.945 -0.194  0.008
C 0.044 -3.209 -0.849  0.000
H 4.216 -3.672 1.063  0.000
H 3.693 -5.933 1.991  0.000
H 1.433 -6.907 1.519  0.000
H -0.199 -5.692 0.183  0.000
H 0.320 -2.401 -1.513  -0.006
H -0.858 -3.747 -1.134  0.003

---

The records above yield energy relative to the best compared isomer or geometry (same formula, charge and spin) values of 3.9205; 0.0000; 1.0074; 0.1439 eV, respectively.
The records above yield E_tot values of -15194.471997; -2045.892009; -534.530431; -4341.262214 Eh, respectively.
The records above yield max |F| values of 8.20; 2.95; 2.30; 0.50 eV Å⁻¹, respectively.